{"formula": "C4H14NO3", "method": "ωB97M-V/def2-TZVPD", "charge": -1, "e_above_lowest_kcal_mol": 29.6, "fmax_ev_per_a": 2.1, "total_energy_ha": -441.271556, "elements": ["C", "N", "C", "C", "C", "O", "H", "H", "H", "H", "H", "H", "H", "H", "H", "H", "H", "H", "O", "H", "H", "O"], "positions_angstrom": [[1.4340, 0.9575, -0.5353], [0.0449, 1.4061, -0.5991], [-0.7231, 1.1564, 1.7279], [-0.9260, 0.7136, 0.2722], [-0.9691, -0.8341, 0.1591], [-1.5191, -1.2327, -1.0135], [1.8678, 1.3064, 0.3973], [1.5921, -0.1224, -0.4717], [1.8629, 1.2374, -1.4800], [-0.2562, 1.1573, -1.5411], [-1.6215, 0.9873, 2.3136], [-0.3018, 2.1671, 1.7325], [0.0271, 0.4920, 2.1814], [-1.9172, 1.0177, -0.0838], [-1.5691, -1.1604, 1.0330], [0.1098, -1.0494, 0.1168], [1.0011, -1.8589, 1.1510], [2.0856, -1.7396, 2.2879], [1.7332, -2.3134, 1.5981], [-0.7035, -1.0768, -3.8125], [-0.8592, -0.7649, -2.2809], [-0.3924, -0.4464, -3.1528]]}